one.
DFT (ωB97M-V with the def2-TZVPD basis set) results for one molecule with the formula C4H6N4.

```
14
Properties=species:S:1:pos:R:3:nbo_charge:R:1
C 1.183 0.156 -0.078 0.346
C 2.367 -0.091 0.211 -0.504
N -2.062 1.486 0.160 -0.669
N -1.936 -1.482 0.028 -0.753
H 0.725 2.305 0.106 0.447
H 0.706 -2.005 -0.161 0.431
C -0.900 -0.702 -0.219 0.373
N 0.387 -1.048 -0.101 -0.585
H 2.833 -1.007 0.260 0.219
N 0.364 1.291 -0.325 -0.604
H 3.021 0.792 -0.047 0.197
C -0.937 0.827 -0.198 0.361
H -2.981 -1.281 -0.200 0.380
H -2.770 0.763 0.564 0.362
```

Kohn-Sham gap = 9.3 eV
LUMO level = 0.4 eV
SMILES string = [H]/N=C1/NC(=C)N/C1=N/[H]
multiplicity = 1
HOMO = -8.85 eV
charge = 0

---

two.
DFT (ωB97M-V with the def2-TZVPD basis set) results for C4H6N4 as an isolated structure.

```
14
Properties=species:S:1:pos:R:3:nbo_charge:R:1
H -1.887 -0.786 2.401 0.221
C 0.363 0.418 -0.984 0.241
N -0.162 -0.679 -1.558 -0.339
N 1.015 1.240 -1.951 -0.829
H -0.041 -0.821 -2.570 0.417
C -0.831 -0.721 1.881 -0.236
C -0.056 0.372 0.329 -0.032
H 2.000 1.116 -1.638 0.372
H 0.012 -1.332 2.349 0.207
C -0.665 -0.914 0.429 0.078
N -0.297 0.714 1.762 -0.566
H 0.611 0.763 2.204 0.351
N -0.827 -1.543 -0.729 -0.260
H 0.766 2.172 -1.924 0.375
```

Kohn-Sham gap = 9.3 eV
LUMO level = 0.8 eV
multiplicity = 1
HOMO = -8.53 eV
charge = 0

---

three.
DFT (ωB97M-V with the def2-TZVPD basis set) results for a 2-piece molecular cluster, C4H6N4 overall.

```
14
Properties=species:S:1:pos:R:3:nbo_charge:R:1
H -2.514 0.079 -0.608 0.215
H -2.013 -1.471 -1.491 0.210
N 2.218 1.052 0.845 -0.810
H 2.340 0.596 2.248 0.390
N 1.109 1.217 -1.219 -0.294
C -1.741 -0.654 -0.723 -0.195
H 2.677 2.034 0.688 0.409
C 1.142 0.777 0.042 0.218
N -0.451 -0.106 -1.132 -0.148
C -0.994 -1.071 0.657 -0.417
N 0.126 0.713 -1.933 -0.039
H -0.651 -2.213 0.755 0.223
H -1.333 -0.859 1.708 0.228
C 0.083 -0.095 0.165 0.009
```

Kohn-Sham gap = 8.2 eV
LUMO level = 0.1 eV
multiplicity = 1
HOMO = -8.15 eV
charge = 0

---

four.
DFT (ωB97M-V with the def2-TZVPD basis set) results for a 2-piece molecular cluster, C4H6N4 overall.

```
14
Properties=species:S:1:pos:R:3:nbo_charge:R:1
C -0.497 -1.191 0.784 -0.028
H 1.652 -1.337 1.892 0.189
H -0.637 0.401 -1.196 0.289
N -2.894 1.584 -2.742 0.045
N 0.329 -0.257 0.646 -0.444
C 1.592 -0.389 1.360 -0.448
N -2.904 0.561 1.265 -0.332
H -0.437 -2.086 1.625 0.145
C -2.282 0.564 0.292 0.249
H 1.675 0.252 2.218 0.209
H 2.363 -0.022 0.611 0.219
H -1.337 -1.292 0.113 0.180
C -1.646 0.565 -1.000 -0.377
N -2.349 1.152 -1.865 0.105
```

Kohn-Sham gap = 9.5 eV
LUMO level = 0.3 eV
multiplicity = 1
HOMO = -9.19 eV
charge = 0

---

Which is the most stable structure? one is the most stable.

---

one.
DFT (ωB97M-V with the def2-TZVPD basis set) results for one molecule with the formula C2H3N3O.

```
9
Properties=species:S:1:pos:R:3:nbo_charge:R:1
O 2.210 -0.279 -0.098 -0.657
H -1.698 1.309 0.558 0.416
C 0.875 -0.171 0.023 0.558
C -1.143 -0.660 -0.107 0.185
H 2.529 0.566 -0.442 0.493
N -1.016 0.629 0.260 -0.358
H -2.094 -1.145 -0.297 0.209
N 0.046 -1.205 -0.269 -0.493
N 0.292 0.956 0.372 -0.353
```

Kohn-Sham gap = 10.5 eV
LUMO level = 0.9 eV
SMILES string = Oc1nc[nH]n1
multiplicity = 1
HOMO = -9.58 eV
charge = 0

---

two.
DFT (ωB97M-V with the def2-TZVPD basis set) results for one molecule with the formula C2H3N3O.

```
9
Properties=species:S:1:pos:R:3:nbo_charge:R:1
H -1.343 -1.497 -0.581 0.392
H 0.859 0.111 -1.724 0.429
C 1.133 1.626 -0.414 0.298
N 0.515 0.490 -0.857 -0.649
H -1.060 -1.673 1.057 0.404
N 0.248 0.417 1.325 -0.215
O 0.966 1.569 0.893 -0.327
N -0.658 -1.422 0.160 -0.806
C 0.010 -0.217 0.229 0.474
```

Kohn-Sham gap = 10.2 eV
LUMO level = 0.6 eV
multiplicity = 1
HOMO = -9.58 eV
charge = 0

---

Which is the most stable structure? one is the most stable.

---

one.
DFT (ωB97M-V with the def2-TZVPD basis set) results for one molecule with the formula C2H3N3O.

```
9
Properties=species:S:1:pos:R:3:nbo_charge:R:1
N 0.221 -1.426 -0.076 -0.262
H 1.013 1.659 0.191 0.433
N 0.597 0.756 0.014 -0.618
C -0.782 0.641 -0.101 0.725
C 1.134 -0.520 0.025 0.174
O -1.627 1.512 -0.119 -0.624
N -0.956 -0.725 -0.206 -0.451
H 2.187 -0.766 0.084 0.214
H -1.787 -1.132 0.188 0.410
```

Kohn-Sham gap = 10.0 eV
LUMO level = 0.8 eV
SMILES string = O=c1[nH]cn[nH]1
multiplicity = 1
HOMO = -9.22 eV
charge = 0

---

two.
DFT (ωB97M-V with the def2-TZVPD basis set) results for C2H3N3O as an isolated structure.

```
9
Properties=species:S:1:pos:R:3:nbo_charge:R:1
N 0.656 0.754 1.003 -0.781
N 0.348 -1.367 -1.213 0.084
O -1.555 0.934 0.403 -0.660
N 1.080 -2.119 -1.651 -0.026
C -0.556 -0.552 -0.782 -0.488
H -1.798 0.106 -0.534 0.447
H 1.567 0.350 0.861 0.407
H 0.543 1.473 1.700 0.416
C -0.395 0.396 0.257 0.601
```

Kohn-Sham gap = 9.1 eV
LUMO level = 0.6 eV
multiplicity = 1
HOMO = -8.50 eV
charge = 0

---

three.
DFT (ωB97M-V with the def2-TZVPD basis set) results for a 2-piece molecular cluster, C2H3N3O overall.

```
9
Properties=species:S:1:pos:R:3:nbo_charge:R:1
N -0.610 0.604 -1.304 -0.259
N 0.379 -2.079 0.272 -0.718
H -0.411 -2.466 0.746 0.334
O 0.139 2.198 -0.026 -0.269
H 0.230 -2.446 -0.700 0.347
H 0.590 1.133 1.669 0.223
C 0.360 1.106 0.669 0.053
C -0.163 0.057 -0.102 0.190
N -0.515 1.891 -1.223 0.099
```

Kohn-Sham gap (spin up / spin down) = 9.4 / 9.4 eV
LUMO level (spin up / spin down) = -1.0 / -1.0 eV
multiplicity = 1
HOMO (spin up / spin down) = -10.38 / -10.38 eV
charge = 0

---

four.
DFT (ωB97M-V with the def2-TZVPD basis set) results for a 2-piece molecular cluster, C2H3N3O overall.

```
9
Properties=species:S:1:pos:R:3:nbo_charge:R:1
O -2.227 -0.160 1.317 -0.440
C 0.684 0.928 -0.069 0.266
H 0.160 -2.075 -0.730 0.216
N 1.824 0.698 -0.694 -0.323
H 0.265 1.879 0.451 0.217
H -2.852 0.602 1.528 0.408
N 1.699 -0.594 -1.075 -0.079
N -0.099 -0.176 -0.061 -0.434
C 0.545 -1.101 -0.667 0.169
```

Kohn-Sham gap (spin up / spin down) = 9.3 / 7.0 eV
LUMO level (spin up / spin down) = -1.5 / -3.5 eV
multiplicity = 1
HOMO (spin up / spin down) = -10.86 / -10.45 eV
charge = 0

---

Which is the most stable structure? one is the most stable.

---

one.
DFT (ωB97M-V with the def2-TZVPD basis set) results for C2H3N3O as an isolated structure.

```
9
Properties=species:S:1:pos:R:3:nbo_charge:R:1
N 0.809 -0.733 -0.518 -0.525
H -0.545 -2.275 -0.732 0.196
C 0.612 0.448 0.098 0.592
N -1.355 -0.508 -0.010 -0.294
O -0.683 0.509 0.590 -0.305
H -2.252 -0.812 0.087 0.411
H 2.126 1.290 0.052 0.333
C -0.337 -1.242 -0.501 0.275
N 1.188 1.596 0.282 -0.683
```

Kohn-Sham gap = 9.5 eV
LUMO level = 0.6 eV
multiplicity = 1
HOMO = -8.92 eV
charge = 0

---

two.
DFT (ωB97M-V with the def2-TZVPD basis set) results for one molecule with the formula C2H3N3O.

```
9
Properties=species:S:1:pos:R:3:nbo_charge:R:1
H 2.311 -0.336 0.288 0.397
C 0.331 -0.146 -0.020 0.428
N -0.071 -1.385 0.076 -0.183
N 1.569 0.341 0.271 -0.793
H -2.064 0.856 0.343 0.296
C -1.741 0.010 -0.315 0.229
H 1.780 1.210 -0.200 0.401
N -0.647 0.735 -0.363 -0.485
O -1.468 -1.284 -0.080 -0.289
```

Kohn-Sham gap = 9.9 eV
LUMO level = 0.2 eV
SMILES string = Nc1ncon1
multiplicity = 1
HOMO = -9.69 eV
charge = 0

---

Which is the most stable structure? one is the most stable.